Record 1
Density functional theory data (ωB97M-V/def2-TZVPD) for C19H35BN6O3PRe as an isolated structure.

XYZ file:
```
66
Properties=species:S:1:pos:R:3
Re -0.499 -0.497 -0.117
C 2.030 -2.030 3.161
C 1.467 -1.353 1.961
N 0.206 -1.153 1.755
C -0.786 -1.759 2.658
C -2.085 -0.980 2.584
N -2.227 -0.308 1.241
C -3.585 -0.471 0.601
C -3.424 -1.237 -0.685
N -2.216 -0.732 -1.391
C -2.385 0.470 -2.241
C -1.068 0.584 -2.981
N 0.025 0.213 -2.038
C 1.259 0.307 -2.394
C 1.749 0.752 -3.720
C 2.205 -0.115 -1.345
C 3.575 -0.195 -1.483
C 4.331 -0.661 -0.412
C 3.692 -1.032 0.758
C 2.308 -0.928 0.835
N 1.586 -0.466 -0.201
H 1.784 -3.096 3.129
H 1.612 -1.623 4.082
H 3.109 -1.937 3.213
H -0.415 -1.793 3.680
H -0.923 -2.792 2.325
H -2.137 -0.212 3.355
H -2.925 -1.652 2.738
H -2.185 0.689 1.436
H -4.012 0.520 0.453
H -4.246 -1.008 1.278
H -4.297 -1.152 -1.333
H -3.257 -2.296 -0.488
H -1.933 -1.496 -2.010
H -2.579 1.326 -1.598
H -3.216 0.358 -2.939
H -0.917 1.581 -3.389
H -1.037 -0.130 -3.809
H 0.979 1.209 -4.332
H 2.140 -0.118 -4.260
H 2.574 1.456 -3.605
H 4.052 0.081 -2.414
H 5.407 -0.746 -0.499
H 4.263 -1.415 1.591
C 1.551 2.299 2.317
O 0.164 2.307 1.894
P -0.356 1.926 0.448
O 0.550 2.680 -0.593
C 0.896 4.106 -0.521
O -1.816 2.523 0.509
C -2.195 3.848 1.033
H 1.687 3.159 2.965
H 2.218 2.375 1.458
H 1.742 1.389 2.881
H 1.936 4.191 -0.816
H 0.760 4.482 0.490
H 0.259 4.641 -1.220
H -1.947 4.598 0.288
H -1.678 4.028 1.972
H -3.267 3.811 1.185
B 0.395 -4.928 -1.377
C -0.056 -3.532 -0.974
N -0.374 -2.452 -0.641
H 1.076 -4.728 -2.367
H 1.050 -5.327 -0.443
H -0.597 -5.559 -1.639
```

<S²>	0.76
highest occupied orbital energy (alpha / beta)	-17.234 / -17.192	eV
net charge	+3
relative energy (zero: lowest compared OMol25 entry of this formula, charge and spin)	0.00	kcal/mol
2S+1	2
DFT total energy	-47426.14243	eV

Mulliken atomic charge list, values in e, 5 entries: 0.906 -1.929 0.816 0.231 -0.948

***

Record 2
Density functional theory data (ωB97M-V/def2-TZVPD) for C14H20N2O4 as an isolated structure.

XYZ file:
```
40
Properties=species:S:1:pos:R:3
C -0.052 0.469 -0.992
C 0.252 0.941 0.576
C -1.374 1.083 -1.369
C -2.680 0.458 -0.896
C -3.043 0.811 0.408
C -3.526 -0.260 -1.759
C -4.065 0.026 0.865
C -4.698 -1.046 -1.392
C -4.749 -1.087 0.118
C 2.628 0.138 0.117
C 3.073 -0.778 1.401
C 3.712 0.840 -0.831
C 4.463 1.735 0.127
C 4.756 -0.298 -1.514
H -0.975 -1.507 -1.105
H 0.372 -0.928 -2.412
H 0.775 1.188 -1.347
H -1.588 2.206 -0.977
H -1.581 1.193 -2.398
H -2.211 1.307 0.912
H -3.204 -0.447 -2.719
H -4.660 -0.114 1.818
H -5.230 -1.757 -2.182
H -5.944 -0.845 1.748
H 1.995 1.197 1.629
H 2.003 -0.640 -0.266
H 3.030 1.077 -1.648
H 4.419 0.967 1.699
H 6.198 1.617 -0.548
H 3.816 2.962 0.093
H 4.269 -1.304 -1.769
H 5.270 0.220 -2.385
H 5.579 -0.349 -0.390
H 3.943 -2.426 1.557
N 0.040 -1.009 -1.293
N 1.760 1.046 0.626
O -0.512 1.519 1.358
O -5.652 -1.609 0.971
O 2.877 -0.796 2.615
O 3.655 -1.873 0.830
```

highest occupied orbital energy	-8.124	eV
relative energy (zero: lowest compared OMol25 entry of this formula, charge and spin)	382.21	kcal/mol
DFT total energy	-25998.08660	eV

natural (NBO) atomic charge list, values in e, 5 entries: -0.159 0.730 -0.450 -0.049 -0.245

***

Record 3
Density functional theory data (ωB97M-V/def2-TZVPD) for a 3-piece molecular cluster, C12H23O6P overall.

XYZ file:
```
42
Properties=species:S:1:pos:R:3
O -2.604 -3.448 -8.921
P -1.685 -2.293 -8.976
C -1.316 -1.644 -7.336
C -2.122 -1.753 -6.273
C -1.394 -1.113 -5.123
O -1.494 -1.335 -3.961
O -0.440 -0.279 -5.686
C -0.093 -0.916 -6.891
O 1.002 -0.912 -7.335
H -0.418 -2.590 -9.498
H -2.173 -1.197 -9.703
H -3.094 -2.224 -6.209
C 0.744 -0.011 -1.630
C -0.458 0.094 -0.709
O -0.134 0.338 0.649
C 0.580 1.532 0.914
C -0.152 2.796 0.493
H 1.418 -0.797 -1.289
H 0.412 -0.246 -2.640
H 1.312 0.920 -1.673
H -0.998 -0.852 -0.707
H -1.157 0.853 -1.079
H 1.575 1.494 0.457
H 0.731 1.544 1.994
H -0.319 2.835 -0.584
H 0.432 3.674 0.771
H -1.124 2.855 0.984
C 1.166 0.988 7.649
C 1.367 1.366 6.190
O 1.960 0.351 5.403
C 1.248 -0.872 5.322
C -0.146 -0.742 4.734
H 2.117 0.706 8.103
H 0.754 1.834 8.199
H 0.478 0.150 7.764
H 2.052 2.211 6.124
H 0.418 1.693 5.748
H 1.207 -1.358 6.304
H 1.856 -1.511 4.682
H -0.794 -0.116 5.349
H -0.613 -1.724 4.655
H -0.103 -0.301 3.737
```

highest occupied orbital energy	-9.479	eV
relative energy (zero: lowest compared OMol25 entry of this formula, charge and spin)	0.00	kcal/mol
structure (SMILES)	O=[PH2]C1=CC(=O)OC1=O.CCOCC.CCOCC
DFT total energy	-34389.14614	eV

natural (NBO) atomic charge list, values in e, 5 entries: -1.062 1.533 -0.479 -0.175 0.745

***

Record 4
Density functional theory data (ωB97M-V/def2-TZVPD) for a 2-piece molecular cluster, C3H3N3O overall.

XYZ file:
```
10
Properties=species:S:1:pos:R:3
N -2.272 -0.118 1.095
C -1.401 -0.020 0.257
C -0.488 0.119 -0.689
C 0.492 1.207 -0.627
O 0.379 2.200 0.060
H -2.069 -0.654 1.937
H -0.422 -0.653 -1.441
H 1.393 1.049 -1.252
N 1.748 -1.865 0.452
N 2.640 -1.266 0.208
```

highest occupied orbital energy	-9.675	eV
relative energy (zero: lowest compared OMol25 entry of this formula, charge and spin)	19.84	kcal/mol
structure (SMILES)	N=C=CC=O.N#N
DFT total energy	-9676.59376	eV

natural (NBO) atomic charge list, values in e, 5 entries: -0.597 0.530 -0.575 0.403 -0.534

***

Record 5
Density functional theory data (ωB97M-V/def2-TZVPD) for a 2-piece molecular cluster, C8H15Br2 overall.

XYZ file:
```
25
Properties=species:S:1:pos:R:3
Br 0.229 -0.287 1.140
Br -0.821 1.758 0.854
C 3.765 0.865 2.548
C 4.025 -0.160 1.504
C 4.315 0.107 0.160
C 4.541 -1.120 -0.674
C 4.408 1.369 -0.449
C 4.742 1.563 -1.896
C 4.204 2.696 0.205
C 3.961 -1.577 1.990
H 3.574 0.391 3.512
H 4.630 1.515 2.694
H 2.877 1.455 2.318
H 4.773 -0.913 -1.711
H 5.376 -1.702 -0.282
H 3.651 -1.749 -0.678
H 4.907 0.649 -2.455
H 3.935 2.100 -2.398
H 5.648 2.162 -1.995
H 3.950 2.653 1.256
H 5.110 3.300 0.117
H 3.398 3.238 -0.296
H 3.703 -1.619 3.050
H 3.201 -2.151 1.456
H 4.923 -2.082 1.875
```

<S²>	0.78
highest occupied orbital energy (alpha / beta)	-6.484 / -9.035	eV
relative energy (zero: lowest compared OMol25 entry of this formula, charge and spin)	28.89	kcal/mol
2S+1	2
DFT total energy	-148622.33009	eV

natural (NBO) atomic charge list, values in e, 5 entries: 0.003 0.002 -0.656 0.064 -0.095

***

Record 6
Density functional theory data (ωB97M-V/def2-TZVPD) for a 2-piece molecular cluster, C3H10O overall.

XYZ file:
```
14
Properties=species:S:1:pos:R:3
C -1.644 -0.513 0.594
C -2.196 0.864 0.463
H -2.403 -1.264 0.409
H -0.844 -0.559 -0.203
H -1.298 -0.657 1.611
H -1.507 1.646 0.741
H -3.111 0.947 1.118
H -2.676 1.196 -0.474
C 2.470 0.211 -0.381
O 1.278 -0.516 -0.708
H 1.497 -1.470 -0.645
H 2.817 -0.160 0.577
H 3.173 -0.090 -1.158
H 2.104 1.295 -0.414
```

<S²>	0.76
highest occupied orbital energy (alpha / beta)	-15.995 / -15.132	eV
net charge	+1
relative energy (zero: lowest compared OMol25 entry of this formula, charge and spin)	15.21	kcal/mol
2S+1	2
DFT total energy	-5309.13220	eV

natural (NBO) atomic charge list, values in e, 5 entries: -0.565 -0.607 0.245 0.261 0.232

***

Record 7
Density functional theory data (ωB97M-V/def2-TZVPD) for one molecule with the formula C3H3N3O2.

XYZ file:
```
11
Properties=species:S:1:pos:R:3
N 3.683 0.443 -0.335
C 2.578 -0.033 -0.016
C 1.147 -0.149 0.519
N 0.438 -1.033 -0.158
O -0.953 -1.010 0.068
C -1.557 0.306 0.003
N -2.829 0.005 -0.038
O -1.102 1.391 -0.006
H 1.007 0.466 1.433
H -3.415 0.767 -0.509
H -3.202 -0.925 -0.741
```

highest occupied orbital energy	-10.661	eV
relative energy (zero: lowest compared OMol25 entry of this formula, charge and spin)	119.76	kcal/mol
structure (SMILES)	N#C/C=N/OC(N)=O
DFT total energy	-11720.76376	eV

natural (NBO) atomic charge list, values in e, 5 entries: -0.270 0.220 -0.031 -0.053 -0.401

***

Record 8
Density functional theory data (ωB97M-V/def2-TZVPD) for C13H33AsMnN4O10P2S2Si2 as an isolated structure.

XYZ file:
```
68
Properties=species:S:1:pos:R:3
Mn -0.824 -0.560 -0.108
N 1.136 1.549 2.350
C -0.244 1.856 2.878
C -0.138 2.814 4.053
P -1.102 2.578 1.425
O 0.019 3.767 1.161
O -2.401 3.219 1.736
O -0.929 1.557 0.350
P -0.960 0.215 3.407
O 0.394 -0.355 4.185
O -1.982 0.452 4.456
O -1.151 -0.594 2.175
H 1.581 2.393 1.988
H 1.145 0.823 1.557
H 1.695 1.125 3.091
H 0.337 3.752 3.755
H 0.430 2.361 4.871
H -1.142 3.021 4.417
H -0.384 4.476 0.650
H 0.138 -0.469 5.108
C -4.572 2.697 -0.794
N -3.568 2.087 -1.654
C -3.074 2.691 -2.753
C -2.093 2.140 -3.494
C -1.527 0.905 -3.008
N -1.979 0.331 -1.909
C -3.058 0.842 -1.237
O -3.574 0.282 -0.292
N -0.551 0.311 -3.701
H -4.871 3.648 -1.234
H -4.151 2.847 0.201
H -5.435 2.037 -0.713
H -3.521 3.646 -3.004
H -1.707 2.626 -4.376
H -0.054 0.894 -4.353
H 0.046 -0.366 -3.194
C -0.597 -3.998 -3.373
Si -2.168 -3.741 -2.352
C -3.136 -5.373 -2.503
C -3.216 -2.496 -3.323
As -1.970 -3.056 -0.156
Si -0.258 -4.454 0.535
C 1.364 -4.512 -0.429
C 0.155 -3.955 2.306
C -0.805 -6.278 0.615
H -0.850 -4.065 -4.438
H -0.092 -4.924 -3.091
H 0.105 -3.174 -3.223
H -3.281 -5.654 -3.553
H -4.118 -5.259 -2.036
H -2.622 -6.193 -1.996
H -3.556 -2.942 -4.265
H -2.634 -1.603 -3.555
H -4.091 -2.190 -2.744
H 1.734 -3.508 -0.641
H 1.255 -5.043 -1.376
H 2.115 -5.041 0.171
H 0.522 -2.927 2.332
H 0.920 -4.613 2.733
H -0.739 -3.997 2.933
H -0.948 -6.685 -0.390
H -1.747 -6.381 1.158
H -0.043 -6.887 1.116
O 1.249 -1.179 -2.238
S 1.931 -0.144 -1.418
O 1.182 1.110 -1.481
O 3.344 -0.015 -1.728
S 1.702 -0.836 0.518
```

<S²>	8.75
highest occupied orbital energy (alpha / beta)	-1.041 / -1.324	eV
net charge	-2
relative energy (zero: lowest compared OMol25 entry of this formula, charge and spin)	0.00	kcal/mol
2S+1	6
DFT total energy	-188628.62969	eV

natural (NBO) atomic charge list, values in e, 5 entries: 1.255 -0.767 -0.645 -0.626 2.396

***

Q: Which formula does entry 5 have?
A: C8H15Br2